DFT (wB97M-V/def2-TZVPD) results for C5H8O as an isolated structure.

E_LUMO ... 1.158 eV
Energy above the lowest of the compared OMol25 structures with the same formula, charge and spin ... 75.10 kcal/mol
HOMO-LUMO gap ... 10.06 eV
Net charge ... 0
HOMO level ... -8.90 eV

XYZ file:
```
14
Properties=species:S:1:pos:R:3:mulliken_charge:R:1
C 0.3758 0.1817 -2.5013 -0.456
C 1.2017 0.0707 -1.4667 -0.485
C 0.3184 -0.4065 1.9985 -0.252
C -0.3163 0.6943 1.5912 -0.392
C -1.3816 -0.2335 1.0683 -0.114
O -0.5817 -1.3560 1.5635 -0.376
H -0.0281 -0.6920 -3.0071 0.251
H 0.0732 1.1516 -2.8892 0.230
H 1.6077 0.9432 -0.9613 0.233
H 1.5028 -0.8984 -1.0756 0.218
H -0.1520 1.7602 1.6088 0.351
H 1.2268 -0.7003 2.5139 0.376
H -2.3509 -0.2146 1.5740 0.249
H -1.4958 -0.3004 -0.0169 0.168
```



DFT (wB97M-V/def2-TZVPD) results for C19H30Cl2CuN3O3 as an isolated structure at a distorted geometry.

Spin multiplicity ... 2
E_LUMO (alpha / beta) ... 2.511 / 2.254 eV
Energy above the lowest of the compared OMol25 structures with the same formula, charge and spin ... 0.00 kcal/mol
HOMO-LUMO gap (alpha / beta) ... 6.00 / 5.74 eV
Net charge ... -1
HOMO level (alpha / beta) ... -3.49 / -3.49 eV

XYZ file:
```
58
Properties=species:S:1:pos:R:3:mulliken_charge:R:1
O -3.1812 -0.7631 2.7689 -0.845
C -3.4774 -0.6129 1.5010 -0.450
C -3.5023 -1.9697 0.7834 0.166
C -2.4071 -2.3984 0.0477 0.808
H -1.5327 -1.7453 -0.0428 -0.146
C -2.4400 -3.6380 -0.6053 -0.741
H -1.5698 -3.9577 -1.1818 0.371
C -3.5846 -4.4347 -0.5099 -0.450
H -3.6265 -5.3913 -1.0338 0.343
C -4.6738 -4.0112 0.2684 -0.481
H -5.5630 -4.6370 0.3575 0.339
C -4.6226 -2.7844 0.9351 -0.426
H -5.4484 -2.4380 1.5619 0.376
H -4.5211 -0.2311 1.5570 0.280
C -2.9071 1.9279 1.2295 -1.483
C -2.8271 0.6113 0.5410 1.407
H -3.9084 2.3777 1.0960 0.414
H -2.1604 2.6248 0.8143 0.256
H -2.7535 1.8128 2.3084 0.381
C -2.8780 0.5050 -0.8071 -0.849
C -3.2508 1.6212 -1.7271 -1.356
H -2.7246 -0.4579 -1.2927 0.282
H -4.2959 1.9419 -1.5764 0.345
H -3.1166 1.2901 -2.7587 0.335
H -2.5842 2.4813 -1.5694 0.300
Cu -0.0978 0.9753 -0.7675 0.787
Cl -0.3271 0.3463 -2.8966 -0.563
Cl -0.1856 3.1485 -1.0032 -0.539
C 2.7235 1.3674 -2.0942 0.083
O 2.9988 0.8494 -1.0105 -0.730
N 3.2404 2.5228 -2.5590 0.264
C 4.2965 3.1869 -1.8259 -0.983
C 2.9097 3.0313 -3.8792 -0.901
H 1.9908 0.9139 -2.7907 0.312
H 4.2892 2.8253 -0.7960 0.272
H 4.1280 4.2677 -1.8555 0.332
H 5.2762 2.9845 -2.2816 0.320
H 1.9510 2.5972 -4.1826 0.280
H 3.6818 2.7579 -4.6157 0.311
H 2.8379 4.1247 -3.8495 0.298
H 1.7632 1.9782 3.5944 0.288
H 0.1835 -0.5027 4.8657 0.270
C 0.6866 2.2007 3.6442 -0.896
C -0.5687 0.2377 4.5487 -0.770
N -0.0981 1.0005 3.3970 0.359
H 0.4430 2.9703 2.9020 0.278
C -0.2106 0.5521 2.1427 -0.345
O 0.2811 1.2109 1.1869 -0.566
H -1.5042 -0.2791 4.3010 0.285
H -0.7646 -0.3964 2.0090 0.562
H 0.4443 2.5488 4.6536 0.330
H -0.7261 0.9418 5.3742 0.293
C 2.6866 -2.2386 -0.4531 -1.333
C 1.4549 -1.5030 -0.4345 0.594
N 0.4731 -0.8751 -0.4094 -0.019
H 2.6272 -3.0492 -1.1894 0.324
H 2.8877 -2.6726 0.5338 0.327
H 3.5085 -1.5651 -0.7149 0.296
```



DFT (wB97M-V/def2-TZVPD) results for the molecule C4H7NO.

E_LUMO ... 0.852 eV
Energy above the lowest of the compared OMol25 structures with the same formula, charge and spin ... 131.30 kcal/mol
HOMO-LUMO gap ... 7.73 eV
Net charge ... 0
HOMO level ... -6.88 eV

XYZ file:
```
13
Properties=species:S:1:pos:R:3:mulliken_charge:R:1
O 0.5984 -0.7141 2.3579 -0.320
C 0.9830 -0.1495 1.2295 -0.329
C -0.4453 -1.1581 -0.7828 -0.565
N -0.2803 0.1721 -0.7034 0.087
C -0.2360 0.6135 0.6968 -0.382
C 0.0701 1.0158 -1.6534 -0.368
H 1.3551 -1.2158 2.6976 0.418
H -0.2711 -1.6528 -1.7302 0.251
H -1.0126 -1.6328 0.0043 0.249
H -0.0722 1.6936 0.7634 0.263
H -1.1893 0.3631 1.1813 0.294
H 0.1640 0.6356 -2.6612 0.227
H 0.3361 2.0292 -1.3997 0.176
```



DFT (wB97M-V/def2-TZVPD) results for a 2-piece molecular cluster, C2H2F2S2 overall at a distorted geometry.

E_LUMO (alpha / beta) ... -1.004 / -2.213 eV
Energy above the lowest of the compared OMol25 structures with the same formula, charge and spin ... 120.24 kcal/mol
HOMO-LUMO gap (alpha / beta) ... 8.72 / 6.77 eV
Net charge ... 0
HOMO level (alpha / beta) ... -9.72 / -8.99 eV

XYZ file:
```
8
Properties=species:S:1:pos:R:3:mulliken_charge:R:1
C 0.0436 0.9442 -0.2335 -0.132
C 0.6018 -0.0643 0.4160 0.515
F 0.0162 2.2320 -0.4185 -0.160
F -0.0222 -1.2285 0.5247 -0.155
S -3.0185 -0.6906 0.3777 -0.156
S 2.4171 -0.1016 0.4433 -0.204
H -2.4180 -0.0015 -0.6659 0.140
H 2.3801 -1.0898 -0.4438 0.152
```



DFT (wB97M-V/def2-TZVPD) results for C25H27N2O17Y as an isolated structure at a distorted geometry.

E_LUMO ... -11.027 eV
HOMO-LUMO gap ... 1.38 eV
Net charge ... +2
HOMO level ... -12.40 eV

XYZ file:
```
72
Properties=species:S:1:pos:R:3:mulliken_charge:R:1
Y 1.3624 3.8131 -3.7461 1.907
O 0.5935 0.4309 0.4942 -0.303
C 0.8514 1.4321 -0.2706 0.811
O 1.9269 1.6058 -0.8514 -0.547
O -0.0261 2.1334 -0.8096 -0.505
H 1.4580 0.0272 0.6003 0.311
C 5.8597 1.8597 -5.8656 0.155
O 4.7818 1.9185 -5.1709 -0.680
N 7.0447 1.5370 -5.2920 0.151
C 8.2694 1.5449 -6.0877 -0.964
C 7.2066 1.4377 -3.8615 -0.931
H 5.9706 2.1149 -6.9309 0.318
H 9.0407 2.2968 -5.9209 0.325
H 7.9142 1.3910 -7.1067 0.319
H 8.7866 0.5856 -6.0686 0.379
H 7.1731 2.3952 -3.3416 0.299
H 6.3442 0.9623 -3.3942 0.324
H 8.0312 0.7929 -3.5578 0.338
C -0.5219 -1.2339 -5.4475 0.211
O -0.2886 -0.1176 -4.9166 -0.680
N -1.3600 -2.1162 -5.0013 0.125
C -1.5273 -3.3685 -5.7930 -0.839
C -2.2546 -1.9805 -3.8594 -0.917
H 0.1096 -1.6340 -6.2557 0.244
H -0.6564 -3.4167 -6.4467 0.281
H -2.4101 -3.3116 -6.4298 0.324
H -1.5920 -4.2368 -5.1372 0.310
H -1.9753 -2.7733 -3.1656 0.369
H -2.1953 -1.0254 -3.3374 0.271
H -3.3252 -2.1380 -3.9905 0.325
C -4.8965 -3.1449 3.5536 -0.629
C -3.6659 -3.1169 2.9354 0.378
C -3.1213 -4.2005 2.0549 0.483
O -2.0755 -4.2772 1.4791 -0.573
C -4.0244 -5.3031 1.9859 -0.620
C -5.2358 -5.3751 2.5623 0.472
C -5.7735 -4.2350 3.3178 0.679
O -6.9138 -4.2099 3.7372 -0.564
O -6.0253 -6.4995 2.5277 -0.503
O -2.8212 -2.1736 3.2383 -0.469
H -5.0256 -2.5005 4.4106 0.418
H -3.7503 -6.2325 1.5088 0.424
H -6.7805 -6.3862 3.1095 0.346
H -1.9548 -2.4564 2.9367 0.323
C 4.8109 -1.5439 2.7065 -0.800
C 5.1941 -0.3966 3.2932 0.395
C 4.9821 -0.0937 4.7847 0.556
O 5.3069 0.8238 5.4556 -0.500
C 4.4377 -1.2593 5.5727 -0.484
C 4.2065 -2.4499 4.9599 0.279
C 4.1126 -2.6569 3.4615 0.589
O 3.4032 -3.4894 2.8660 -0.589
O 3.6494 -3.4325 5.7529 -0.499
O 6.1350 0.3036 2.7422 -0.455
H 5.0948 -1.6668 1.6717 0.463
H 4.2225 -1.1551 6.6259 0.446
H 3.2405 -4.1214 5.2239 0.346
H 6.1083 1.1450 3.2037 0.346
C -6.4775 4.6668 1.5349 -0.730
C -5.1858 4.3792 1.5730 0.420
C -4.1655 5.2101 2.2551 0.742
O -3.0020 4.9102 2.4218 -0.601
C -4.7689 6.5146 2.7240 -0.679
C -6.0889 6.8277 2.7007 0.643
C -7.1448 5.9124 2.0816 0.354
O -8.3675 6.1187 2.0133 -0.526
O -6.4789 8.0974 3.0182 -0.498
O -4.7302 3.2001 1.1663 -0.498
H -7.2100 3.9726 1.1503 0.415
H -4.1145 7.3236 3.0133 0.356
H -5.9069 8.7733 2.6473 0.333
H -3.7903 3.2715 0.9842 0.285
```



DFT (wB97M-V/def2-TZVPD) results for a 2-piece molecular cluster, C4H8NO2P overall at a distorted geometry.

E_LUMO (alpha / beta) ... -0.453 / -0.535 eV
Energy above the lowest of the compared OMol25 structures with the same formula, charge and spin ... 133.84 kcal/mol
HOMO-LUMO gap (alpha / beta) ... 8.22 / 7.82 eV
Net charge ... 0
HOMO level (alpha / beta) ... -8.67 / -8.36 eV

XYZ file:
```
16
Properties=species:S:1:pos:R:3:mulliken_charge:R:1
C -2.3210 -1.2130 0.1962 -0.168
C -1.0862 -0.3720 -0.0750 0.813
C -1.2672 1.1289 -0.1387 -0.623
C 1.7968 0.0003 -0.9740 -0.432
N -0.0155 -1.0262 -0.1108 -0.637
O -3.4302 -0.8749 -0.1671 -0.470
O -0.1858 1.7380 0.6333 -0.515
P 2.9642 -0.0055 0.3740 -0.076
H -2.2139 -2.2597 0.5483 0.375
H -1.1085 1.6139 -1.1092 0.261
H -2.1321 1.3452 0.2965 0.390
H 2.1665 -0.7519 -1.6931 0.329
H 1.4348 0.9973 -1.1601 0.336
H -0.2080 1.3697 1.5420 0.319
H 2.1648 -0.2133 1.5303 0.041
H 3.4413 -1.4767 0.3074 0.058
```



DFT (wB97M-V/def2-TZVPD) results for C12H34FHfN2O6 as an isolated structure at a distorted geometry.

E_LUMO ... -13.259 eV
Energy above the lowest of the compared OMol25 structures with the same formula, charge and spin ... 48.66 kcal/mol
HOMO-LUMO gap ... 3.99 eV
Net charge ... +3
HOMO level ... -17.25 eV

XYZ file:
```
56
Properties=species:S:1:pos:R:3:mulliken_charge:R:1
Hf -1.5475 1.2282 -0.1321 1.431
F 0.2210 -0.0606 0.6981 0.388
C 1.5451 3.5803 -2.9488 -1.378
C 1.0718 2.1848 -2.4926 0.339
C 2.2150 1.1327 -2.2308 -1.156
O 1.6841 -0.1494 -1.9055 -0.238
C 2.7226 -1.0674 -1.5124 -0.949
N 0.4046 2.3335 -1.1798 -0.462
H 0.9394 3.9725 -3.7658 0.392
H 2.5414 3.6848 -3.3785 0.380
H 1.4972 4.3329 -2.1618 0.414
H 0.4067 1.6498 -3.1706 0.231
H 2.8972 1.4522 -1.4430 0.494
H 2.7850 0.9321 -3.1380 0.615
H 3.5248 -1.1018 -2.2496 0.373
H 2.3165 -2.0759 -1.4339 0.351
H 3.1054 -1.0121 -0.4933 0.278
H 0.2818 3.3341 -1.2418 0.321
H 1.2309 2.3390 -0.5991 0.266
C -1.7152 -2.3563 -3.2387 -1.258
C -1.9796 -1.3896 -2.0217 -0.075
C -1.8337 -2.1123 -0.6663 -0.639
O -2.2515 -1.1756 0.2957 -0.140
C -2.7146 -1.9161 1.4937 -0.832
N -1.1211 -0.2229 -2.0476 0.018
H -2.0234 -1.7983 -4.1228 0.405
H -2.3242 -3.2362 -3.0311 0.444
H -0.6470 -2.5716 -3.2634 0.381
H -3.0433 -1.2273 -2.1959 0.285
H -0.7785 -2.2403 -0.4250 0.216
H -2.3039 -3.0936 -0.6030 0.617
H -3.7329 -2.2574 1.3079 0.363
H -2.7845 -1.1927 2.3061 0.229
H -2.1554 -2.7935 1.8188 0.342
H -1.3415 0.0878 -2.9831 0.443
H -0.2383 -0.6675 -2.2551 0.188
C 2.3510 -1.4917 2.8961 -0.374
C 1.2918 -2.6469 2.9268 -0.285
O 0.6966 -2.7062 1.6460 -0.502
O 1.7223 -0.2512 3.1247 -0.506
H 3.0553 -1.5548 2.0666 0.107
H 3.0264 -1.5959 3.7453 0.408
H 0.5090 -2.5231 3.6750 0.206
H 1.7634 -3.5948 3.1861 0.376
H 0.5534 -1.8035 1.3523 -0.001
H 1.2474 -0.1676 2.2947 0.123
C -1.8324 1.6587 3.1950 -0.468
C -0.6318 2.5726 2.8592 -0.534
O -0.2658 2.7072 1.5115 -0.433
O -2.5737 1.3198 2.0565 -0.495
H -2.4519 2.3264 3.7938 0.472
H -1.4212 0.7852 3.7009 0.285
H 0.1841 2.1493 3.4449 0.373
H -0.9289 3.5786 3.1557 0.529
H 0.3566 3.4381 1.5002 0.316
H -3.5062 1.2735 2.2798 0.328
```